Entry P
Computed, not measured: 2 unconnected molecules or ions with the total composition C5H7N4O, with the ωB97M-V functional and the def2-TZVPD basis.

ORCA input file:
```
! RIJCOSX wB97M-V def2-TZVPD def2/J DEFGRID3
* xyz 1 1
C -0.14815 -1.84609 0.09183
C -1.83671 0.16279 0.48724
C -1.57243 -1.31645 0.20102
C -1.01110 1.23287 -0.39612
C 0.38453 0.97788 -0.35775
N 4.01068 -1.11365 0.20713
N 0.96675 -1.32081 0.02639
N 3.65146 -0.06942 0.15824
N 1.38929 1.77969 -0.16041
O -2.47116 0.56843 1.39303
H -0.20954 -2.99821 0.07013
H -2.10113 -1.67707 -0.75992
H -2.20725 -1.86803 0.99085
H -1.33181 1.06778 -1.37682
H -1.44976 2.16949 -0.12802
H 1.58120 2.77016 -0.40009
H 2.35512 1.48065 -0.04673
*
```

Entry Q
Computed, not measured: a gas-phase ion, C5H7N4O (charge +1), with the ωB97M-V functional and the def2-TZVPD basis.

Output
* SMILES string: O=C1C[NH2+]Nc2nccn21

ORCA input file:
```
! RIJCOSX wB97M-V def2-TZVPD def2/J DEFGRID3
* xyz 1 1
O 0.59313 -2.55821 0.37730
C 0.54542 -1.41968 0.01852
C 1.68110 -0.49487 -0.40723
N 1.65417 0.88631 0.27593
N 0.46898 1.57634 -0.00638
C -0.68447 0.80995 0.04552
N -1.90400 1.27586 0.14590
C -2.67997 0.12569 0.07603
C -1.97317 -1.05160 -0.03237
N -0.65907 -0.65218 -0.01867
H 2.58969 -1.01883 -0.33246
H 1.52981 -0.23221 -1.48295
H 1.90549 0.74990 1.19216
H 2.54485 1.24076 -0.10718
H 0.32186 2.55238 0.20538
H -3.70984 0.25983 0.23262
H -2.22397 -2.04942 -0.18212
*
```

What are the relative energies? In kcal/mol: entry P 39.1; entry Q 0.0.